Entry 1:
Computed, not measured: a molecular structure, CHN3O3, with ωB97M-V/def2-TZVPD.

Cartesian coordinates (Å):
C (0.695, -0.301, 0.031)
N (-1.112, 0.484, -0.187)
N (-0.387, -0.657, -0.792)
N (0.541, 1.022, 0.275)
O (-1.679, 0.216, 0.867)
O (-0.683, -1.634, -1.432)
O (1.116, 1.783, 1.060)
H (1.508, -0.914, 0.177)

For the electronic energy, the calculation gives -11655.5092 eV. For the HOMO energy (alpha / beta), the calculation gives -9.06 / -9.99 eV. The spin multiplicity is 3. The energy above the lowest of the compared OMol25 structures with the same formula, charge and spin is 2.1301 eV. The value obtained for the HOMO-LUMO gap (alpha / beta) is 8.35 / 7.64 eV.

Entry 2:
Computed, not measured: a molecular structure, C19H39MgO4PS3, with ωB97M-V/def2-TZVPD.

Cartesian coordinates (Å):
C (6.769, 1.390, 1.283)
C (5.190, 0.900, 1.038)
C (5.052, -0.093, -0.293)
C (3.580, 0.109, -0.997)
C (3.541, 1.298, -2.145)
C (2.537, 0.959, -3.415)
C (1.089, 1.776, -3.334)
C (0.124, 1.182, -2.131)
C (-0.746, 2.324, -1.338)
C (-2.112, 1.724, -0.658)
C (-1.909, 0.355, 0.222)
C (-0.583, 0.364, 1.206)
C (0.435, -0.927, 0.902)
C (-3.239, 0.007, 1.118)
C (-3.055, -1.546, 1.684)
C (-3.090, -2.690, 0.511)
O (-1.762, -3.362, 0.326)
C (-1.575, -4.404, 1.350)
C (-0.154, -5.181, 0.958)
P (-4.894, 0.059, 0.161)
S (-6.363, 0.890, 1.205)
O (-3.412, 0.851, 2.319)
S (-3.241, 2.510, 1.971)
O (-2.007, 3.028, 2.809)
O (-4.473, 3.282, 2.553)
C (-2.857, 2.917, 0.184)
S (-4.413, 3.599, -0.648)
H (7.422, 0.907, 0.421)
H (7.184, 1.029, 2.321)
H (6.795, 2.559, 1.177)
H (4.849, 0.283, 1.984)
H (4.455, 1.815, 0.882)
H (5.922, 0.095, -1.053)
H (5.167, -1.193, 0.110)
H (2.840, 0.429, -0.118)
H (3.152, -0.890, -1.437)
H (3.340, 2.370, -1.705)
H (4.643, 1.338, -2.597)
H (3.083, 1.389, -4.385)
H (2.406, -0.192, -3.613)
H (1.380, 2.893, -3.066)
H (0.569, 1.780, -4.396)
H (0.871, 0.714, -1.328)
H (-0.585, 0.316, -2.541)
H (-1.087, 3.235, -2.028)
H (-0.081, 2.783, -0.491)
H (-2.832, 1.431, -1.563)
H (-1.712, -0.518, -0.567)
H (-0.875, 0.240, 2.357)
H (0.059, 1.341, 1.145)
H (0.543, -1.159, -0.240)
H (0.002, -1.843, 1.532)
H (1.476, -0.671, 1.427)
H (-3.983, -1.730, 2.393)
H (-2.090, -1.699, 2.328)
H (-3.858, -3.537, 0.855)
H (-3.400, -2.310, -0.551)
H (-1.382, -3.926, 2.417)
H (-2.458, -5.190, 1.398)
H (0.506, -5.385, 1.907)
H (0.442, -4.409, 0.272)
H (-0.327, -6.137, 0.288)
H (-5.400, -1.281, -0.167)
H (-4.857, 0.778, -1.087)
H (-2.092, 3.833, 0.209)
H (-4.353, 3.060, -1.969)
Mg (-4.163, -3.868, 2.634)

As for the total charge: +2. For the electronic energy, the calculation gives -75733.0032 eV. For the HOMO energy, the calculation gives -14.02 eV. The spin multiplicity is 1. The value obtained for the HOMO-LUMO gap is 2.57 eV.

Entry 3:
Computed, not measured: a molecular structure, C12H19FeN4O13P2, with ωB97M-V/def2-TZVPD.

Cartesian coordinates (Å):
Fe (0.106, -0.149, -0.546)
N (-1.023, -0.993, 1.512)
C (0.009, -1.558, 2.341)
C (1.317, -0.832, 2.063)
O (2.268, -0.932, 2.854)
N (1.313, -0.108, 0.945)
C (2.517, 0.631, 0.638)
C (2.169, 1.647, -0.437)
O (2.927, 2.547, -0.754)
O (1.016, 1.426, -1.006)
H (-1.375, -0.095, 1.809)
H (-1.780, -1.610, 1.261)
H (0.156, -2.608, 2.075)
H (-0.173, -1.525, 3.421)
H (3.307, -0.020, 0.246)
H (2.913, 1.138, 1.519)
O (-3.862, 1.482, -0.761)
P (-2.345, 2.023, -0.738)
O (-2.313, 3.408, -0.253)
O (-1.506, 0.937, -0.075)
O (-1.947, 1.930, -2.324)
P (-1.847, 0.466, -2.987)
O (-1.530, 0.815, -4.530)
O (-3.184, -0.200, -2.908)
O (-0.628, -0.232, -2.452)
H (-3.908, 0.743, -1.406)
H (-2.378, 0.854, -4.985)
C (-0.185, -5.168, 0.270)
C (1.004, -4.936, -0.654)
C (0.739, -3.979, -1.849)
C (-0.531, -4.362, -2.621)
C (-0.757, -3.484, -3.847)
C (1.942, -4.128, -2.764)
O (2.161, -5.152, -3.392)
N (2.787, -3.069, -2.808)
C (2.668, -1.824, -2.130)
O (3.601, -1.057, -2.227)
N (1.548, -1.626, -1.393)
C (0.604, -2.565, -1.313)
O (-0.443, -2.242, -0.722)
H (0.134, -5.741, 1.143)
H (-0.973, -5.733, -0.231)
H (-0.613, -4.226, 0.610)
H (1.333, -5.887, -1.081)
H (1.844, -4.534, -0.078)
H (-1.375, -4.250, -1.941)
H (-0.446, -5.415, -2.902)
H (-0.852, -2.436, -3.557)
H (-1.676, -3.771, -4.361)
H (0.067, -3.578, -4.558)
H (3.622, -3.161, -3.368)

As for the total charge: -2. For the electronic energy, the calculation gives -98309.1031 eV. For the HOMO energy (alpha / beta), the calculation gives -2.99 / -2.93 eV. The spin multiplicity is 2. The energy above the lowest of the compared OMol25 structures with the same formula, charge and spin is 0.0000 eV. The value obtained for the HOMO-LUMO gap (alpha / beta) is 7.57 / 7.50 eV.

Entry 4:
Computed, not measured: 3 unconnected molecules or ions with the total composition C4H16N2O2, with ωB97M-V/def2-TZVPD.

Cartesian coordinates (Å):
C (0.415, -0.901, 0.340)
C (0.709, 0.064, 1.549)
C (1.821, 0.925, 1.184)
C (2.991, 1.037, 1.779)
N (1.491, 1.932, 0.092)
N (-0.720, -1.885, 0.438)
H (0.232, -0.292, -0.584)
H (1.350, -1.565, 0.050)
H (-0.206, 0.740, 1.761)
H (0.975, -0.470, 2.544)
H (3.842, 1.622, 1.607)
H (3.284, 0.409, 2.582)
H (0.603, 2.462, 0.305)
H (1.305, 1.382, -0.813)
H (2.327, 2.488, -0.178)
H (-0.987, -2.156, -0.539)
H (-0.566, -2.777, 0.916)
H (-1.677, -1.539, 0.736)
H (-3.118, -2.911, -1.879)
H (-3.464, -1.798, -0.905)
O (-2.714, -2.268, -1.246)
H (-2.072, 0.907, -3.529)
H (-2.901, 2.249, -3.057)
O (-2.278, 1.539, -2.734)

As for the total charge: +3. For the electronic energy, the calculation gives -11446.9034 eV. For the HOMO energy (alpha / beta), the calculation gives -19.49 / -19.49 eV. The spin multiplicity is 2. The energy above the lowest of the compared OMol25 structures with the same formula, charge and spin is 1.5624 eV. The value obtained for the HOMO-LUMO gap (alpha / beta) is 5.97 / 1.23 eV.

Entry 5:
Computed, not measured: 4 unconnected molecules or ions with the total composition C31H64N3O7, with ωB97M-V/def2-TZVPD.

Cartesian coordinates (Å):
C (-0.266, 2.656, 3.004)
C (0.343, 3.331, 1.764)
C (-0.456, 4.524, 1.220)
C (-1.666, 4.227, 0.297)
C (-2.130, 2.772, 0.154)
C (-1.436, 1.988, -0.958)
C (-2.052, 0.606, -1.200)
C (-1.925, 0.087, -2.644)
C (-0.800, -0.946, -2.836)
C (-1.270, -2.417, -2.848)
C (-0.744, -3.288, -1.700)
C (0.670, -3.854, -1.948)
C (1.696, -2.751, -1.684)
N (3.096, -3.258, -1.534)
C (3.231, -4.351, -0.778)
N (4.120, -4.479, 0.181)
N (2.411, -5.447, -0.994)
C (0.960, -5.183, -1.198)
C (0.236, -5.342, 0.137)
O (0.715, -6.493, 0.776)
C (-0.138, -7.008, 1.807)
C (0.642, -7.239, 3.100)
C (0.904, -8.712, 3.390)
H (0.481, 2.454, 3.771)
H (-1.032, 3.284, 3.458)
H (-0.737, 1.698, 2.766)
H (1.334, 3.710, 2.027)
H (0.508, 2.591, 0.977)
H (0.221, 5.183, 0.680)
H (-0.803, 5.101, 2.082)
H (-2.516, 4.815, 0.649)
H (-1.446, 4.608, -0.705)
H (-3.201, 2.767, -0.073)
H (-2.021, 2.242, 1.105)
H (-1.475, 2.576, -1.881)
H (-0.376, 1.872, -0.710)
H (-1.568, -0.116, -0.530)
H (-3.103, 0.632, -0.898)
H (-2.874, -0.352, -2.958)
H (-1.738, 0.932, -3.310)
H (-0.079, -0.801, -2.023)
H (-0.259, -0.726, -3.759)
H (-1.012, -2.884, -3.802)
H (-2.360, -2.433, -2.791)
H (-1.433, -4.120, -1.554)
H (-0.747, -2.700, -0.775)
H (0.705, -4.074, -3.016)
H (1.708, -2.057, -2.521)
H (1.445, -2.185, -0.783)
H (3.756, -2.516, -1.322)
H (4.159, -5.363, 0.668)
H (4.782, -3.756, 0.423)
H (2.780, -6.017, -1.747)
H (0.642, -5.997, -1.849)
H (0.387, -4.450, 0.769)
H (-0.836, -5.427, -0.058)
H (-0.975, -6.323, 1.970)
H (-0.557, -7.949, 1.436)
H (1.588, -6.700, 3.014)
H (0.101, -6.793, 3.937)
H (1.380, -9.201, 2.537)
H (-0.029, -9.242, 3.589)
H (1.554, -8.844, 4.255)
O (-0.647, -2.352, -6.314)
C (0.282, -3.098, -6.421)
O (0.577, -3.885, -5.347)
C (1.625, -4.855, -5.329)
C (2.945, -4.214, -4.954)
C (1.158, -3.154, -7.646)
H (1.678, -5.427, -6.255)
H (1.309, -5.550, -4.549)
H (3.309, -3.524, -5.715)
H (3.710, -4.978, -4.800)
H (2.803, -3.667, -4.024)
H (1.891, -2.349, -7.571)
H (0.529, -2.953, -8.509)
H (1.685, -4.092, -7.791)
O (0.715, 7.368, -0.082)
C (1.824, 7.609, 0.311)
O (2.087, 7.422, 1.623)
C (3.394, 7.586, 2.187)
C (3.696, 9.031, 2.518)
C (2.894, 8.162, -0.600)
H (4.151, 7.150, 1.533)
H (3.365, 6.984, 3.094)
H (3.717, 9.653, 1.623)
H (4.668, 9.106, 3.007)
H (2.938, 9.427, 3.192)
H (2.745, 9.240, -0.670)
H (2.737, 7.738, -1.588)
H (3.913, 7.976, -0.277)
O (-2.300, 3.223, 5.649)
C (-3.414, 3.452, 5.262)
O (-3.732, 4.726, 4.954)
C (-4.989, 5.097, 4.372)
C (-6.073, 5.271, 5.413)
C (-4.462, 2.369, 5.160)
H (-5.276, 4.385, 3.597)
H (-4.778, 6.044, 3.877)
H (-6.290, 4.336, 5.929)
H (-6.991, 5.619, 4.939)
H (-5.765, 6.008, 6.155)
H (-4.900, 2.233, 6.150)
H (-3.956, 1.447, 4.887)
H (-5.263, 2.571, 4.456)

As for the total charge: +1. For the electronic energy, the calculation gives -51981.6759 eV. For the HOMO energy, the calculation gives -11.33 eV. The spin multiplicity is 1. The value obtained for the HOMO-LUMO gap is 8.24 eV.

Entry 6:
Computed, not measured: 16 unconnected molecules or ions with the total composition C63H112F3N7O13, with ωB97M-V/def2-TZVPD.

Cartesian coordinates (Å):
C (3.081, -3.778, -1.300)
C (4.606, -3.887, -1.542)
C (5.163, -4.223, -0.104)
O (4.121, -4.003, 0.774)
C (2.920, -4.361, 0.151)
H (2.498, -4.269, -2.027)
H (2.801, -2.738, -1.258)
H (4.997, -3.026, -2.056)
H (4.816, -4.720, -2.191)
H (5.989, -3.622, 0.272)
H (5.419, -5.313, 0.050)
H (2.101, -3.863, 0.714)
H (2.817, -5.473, 0.166)
C (-0.574, 2.254, -5.369)
C (-0.038, 2.088, -6.787)
C (0.611, 3.385, -7.086)
O (-0.149, 4.374, -6.421)
C (-0.736, 3.772, -5.233)
H (0.169, 1.937, -4.593)
H (-1.510, 1.697, -5.214)
H (-0.880, 1.777, -7.495)
H (0.717, 1.306, -6.822)
H (0.564, 3.532, -8.166)
H (1.605, 3.377, -6.693)
H (-1.806, 4.065, -5.225)
H (-0.252, 4.255, -4.323)
C (0.762, 0.623, 6.342)
C (0.574, -0.807, 5.839)
C (-0.928, -0.879, 5.561)
O (-1.496, 0.407, 5.903)
C (-0.570, 0.967, 6.901)
H (1.042, 1.278, 5.531)
H (1.423, 0.688, 7.156)
H (0.928, -1.541, 6.632)
H (1.167, -0.954, 4.893)
H (-1.454, -1.561, 6.189)
H (-1.268, -0.935, 4.519)
H (-0.721, 0.460, 7.846)
H (-0.738, 2.082, 6.953)
C (-5.092, 2.088, -4.872)
C (-4.026, 2.107, -3.746)
C (-4.851, 2.078, -2.420)
O (-6.163, 1.631, -2.800)
C (-6.453, 2.016, -4.129)
H (-5.051, 1.147, -5.374)
H (-4.963, 2.961, -5.478)
H (-3.409, 3.031, -3.798)
H (-3.379, 1.269, -3.825)
H (-4.921, 3.031, -1.878)
H (-4.526, 1.375, -1.621)
H (-6.933, 3.012, -4.112)
H (-7.147, 1.334, -4.589)
C (-0.468, -4.019, -0.163)
C (-1.114, -5.298, -0.736)
C (-2.039, -5.736, 0.379)
O (-1.727, -4.956, 1.547)
C (-1.334, -3.628, 1.000)
H (-0.423, -3.300, -0.957)
H (0.543, -4.161, 0.213)
H (-0.286, -5.982, -1.022)
H (-1.687, -5.144, -1.630)
H (-1.893, -6.779, 0.663)
H (-3.057, -5.519, 0.060)
H (-0.807, -3.132, 1.850)
H (-2.237, -3.096, 0.744)
C (5.729, -0.695, -0.332)
C (7.172, -0.290, 0.063)
C (7.302, 1.195, -0.496)
O (6.202, 1.365, -1.321)
C (5.139, 0.699, -0.624)
H (5.262, -1.157, 0.509)
H (5.659, -1.261, -1.265)
H (7.975, -1.011, -0.279)
H (7.244, -0.442, 1.124)
H (8.275, 1.308, -0.989)
H (7.274, 1.957, 0.302)
H (4.262, 0.734, -1.290)
H (4.876, 1.185, 0.357)
F (0.230, -0.665, 2.249)
C (-0.004, -0.483, 0.933)
C (1.045, -0.707, 0.071)
C (0.835, -0.412, -1.238)
C (-0.463, -0.089, -1.726)
C (-1.476, 0.127, -0.807)
C (-1.240, -0.059, 0.524)
H (2.002, -1.096, 0.428)
H (1.598, -0.532, -1.979)
H (-0.567, 0.143, -2.786)
H (-2.461, 0.485, -1.032)
H (-1.963, 0.105, 1.310)
F (-0.172, 2.709, 2.981)
C (0.976, 3.174, 2.402)
C (1.728, 3.960, 3.245)
C (2.915, 4.545, 2.809)
C (3.273, 4.163, 1.504)
C (2.521, 3.386, 0.653)
C (1.306, 2.852, 1.089)
H (1.283, 4.160, 4.237)
H (3.607, 5.030, 3.483)
H (4.106, 4.612, 0.972)
H (2.743, 3.330, -0.382)
H (0.665, 2.194, 0.502)
F (3.256, -3.164, 4.360)
C (2.775, -4.346, 3.788)
C (3.609, -5.449, 3.584)
C (3.078, -6.710, 3.305)
C (1.740, -6.821, 3.011)
C (0.946, -5.666, 3.107)
C (1.443, -4.447, 3.474)
H (4.641, -5.329, 3.935)
H (3.779, -7.568, 3.248)
H (1.221, -7.746, 2.859)
H (-0.117, -5.797, 2.984)
H (0.778, -3.587, 3.595)
C (-4.522, -1.431, -3.633)
O (-3.732, -1.562, -4.537)
N (-4.665, -2.238, -2.515)
C (-5.411, -1.841, -1.340)
C (-3.681, -3.316, -2.433)
H (-5.150, -0.528, -3.506)
H (-4.785, -1.266, -0.613)
H (-5.790, -2.763, -0.964)
H (-6.261, -1.200, -1.627)
H (-3.320, -3.535, -3.428)
H (-2.817, -3.026, -1.757)
H (-4.156, -4.241, -2.057)
C (1.962, 2.079, -2.929)
O (1.170, 2.699, -2.271)
N (3.208, 2.431, -3.231)
C (4.017, 1.536, -4.021)
C (3.797, 3.753, -2.844)
H (1.713, 1.130, -3.449)
H (4.984, 1.504, -3.598)
H (4.196, 1.907, -5.035)
H (3.482, 0.590, -4.052)
H (4.147, 4.274, -3.725)
H (2.971, 4.396, -2.491)
H (4.579, 3.663, -2.079)
C (5.512, 1.572, 2.806)
O (6.675, 1.692, 3.058)
N (4.844, 0.414, 3.118)
C (3.403, 0.394, 3.343)
C (5.638, -0.635, 3.746)
H (4.879, 2.410, 2.372)
H (3.160, 0.194, 4.380)
H (2.856, -0.260, 2.668)
H (3.138, 1.432, 3.155)
H (5.044, -1.498, 3.882)
H (6.546, -0.914, 3.096)
H (5.935, -0.348, 4.735)
C (-3.502, 5.401, -2.165)
O (-3.157, 5.366, -3.353)
N (-2.756, 5.181, -1.111)
C (-3.180, 5.344, 0.260)
C (-1.457, 4.669, -1.380)
H (-4.527, 5.762, -1.917)
H (-2.359, 5.842, 0.859)
H (-3.498, 4.387, 0.736)
H (-4.011, 5.981, 0.256)
H (-1.562, 3.656, -1.690)
H (-0.945, 5.160, -2.174)
H (-0.787, 4.609, -0.508)
C (0.392, -1.697, -5.948)
O (0.983, -0.839, -5.256)
N (-0.243, -2.736, -5.408)
C (-1.039, -3.542, -6.316)
C (-0.316, -2.957, -4.003)
H (0.394, -1.710, -7.035)
H (-0.911, -4.518, -5.902)
H (-0.639, -3.457, -7.263)
H (-2.076, -3.316, -6.119)
H (-0.009, -3.983, -3.794)
H (0.360, -2.245, -3.544)
H (-1.384, -2.806, -3.781)
C (-3.244, 2.541, 3.885)
O (-3.764, 2.154, 2.856)
N (-3.472, 3.669, 4.522)
C (-4.197, 4.711, 3.887)
C (-2.726, 4.017, 5.687)
H (-2.546, 1.910, 4.461)
H (-3.588, 5.442, 3.399)
H (-4.828, 5.185, 4.633)
H (-4.919, 4.230, 3.225)
H (-3.377, 4.324, 6.492)
H (-2.332, 3.086, 6.020)
H (-1.902, 4.727, 5.485)
C (-4.707, -0.716, 2.464)
O (-4.114, -1.586, 1.872)
N (-5.106, -0.825, 3.755)
C (-5.743, 0.358, 4.464)
C (-5.155, -2.082, 4.547)
H (-4.952, 0.350, 2.125)
H (-6.648, 0.053, 4.960)
H (-5.889, 1.176, 3.771)
H (-5.008, 0.800, 5.200)
H (-6.168, -2.356, 4.803)
H (-4.593, -2.918, 4.094)
H (-4.694, -1.859, 5.483)

For the electronic energy, the calculation gives -112343.3525 eV. For the HOMO energy, the calculation gives -8.76 eV. The spin multiplicity is 1. The value obtained for the HOMO-LUMO gap is 9.18 eV.

The highest electronic energy belongs to which entry?
C4H16N2O2

Which formula does entry 3 have?
C12H19FeN4O13P2

Number 3 is which compound?
C12H19FeN4O13P2

Which of these has the lowest electronic energy?
C63H112F3N7O13